[1]
61
Properties=species:S:1:pos:R:3:nbo_charge:R:1 method="wB97M-V/def2-TZVPD" homo_lumo_gap_ha=0.308 charge=0 smiles="CC(=O)N1c2ccc(S(=O)(=O)N3CCC(C(=O)Nc4cccc(C)c4)CC3)cc2C[C@@H]1C" multiplicity=1 de_lowest_kcal_mol=27.6 lumo_energy_ev=0.3
C 2.589 6.320 -3.613 -0.714
C 1.736 5.477 -2.692 0.698
O 0.723 5.906 -2.185 -0.598
N 2.158 4.189 -2.495 -0.445
C 1.434 3.210 -1.817 0.165
C 0.309 3.354 -1.021 -0.229
C -0.236 2.210 -0.454 -0.169
C 0.335 0.974 -0.681 -0.350
C 1.456 0.821 -1.485 -0.198
C 1.998 1.948 -2.054 0.035
C 3.163 2.092 -2.986 -0.444
H 4.037 1.532 -2.657 0.227
H 2.889 1.738 -3.982 0.227
C 3.418 3.610 -2.972 -0.025
C 4.547 3.953 -1.998 -0.615
H 5.488 3.548 -2.360 0.216
H 4.331 3.523 -1.022 0.216
H 4.657 5.027 -1.879 0.211
H 3.655 3.989 -3.969 0.212
H 1.856 -0.166 -1.652 0.237
S -0.331 -0.491 0.083 2.325
O -0.349 -1.569 -0.859 -0.932
O -1.577 -0.155 0.733 -0.966
N 0.857 -0.812 1.210 -0.694
C 1.272 -2.196 1.398 -0.229
C 1.330 -2.582 2.874 -0.408
H 1.429 -3.665 2.954 0.242
H 2.212 -2.131 3.333 0.204
C 0.079 -2.131 3.646 -0.302
C -0.182 -0.625 3.456 -0.433
C 0.759 -0.013 2.410 -0.226
H 1.766 0.108 2.820 0.202
H 0.395 0.970 2.106 0.223
H -1.212 -0.442 3.152 0.228
H -0.027 -0.101 4.401 0.222
C -1.064 -3.092 3.283 0.684
O -1.176 -4.126 3.914 -0.624
N -1.839 -2.736 2.236 -0.654
C -2.893 -3.456 1.652 0.238
C -3.341 -4.683 2.128 -0.274
C -4.385 -5.319 1.479 -0.191
C -4.981 -4.754 0.367 -0.234
C -4.538 -3.529 -0.118 0.010
C -3.497 -2.888 0.533 -0.276
H -3.138 -1.937 0.167 0.223
C -5.185 -2.895 -1.313 -0.629
H -4.476 -2.265 -1.843 0.218
H -5.568 -3.652 -1.994 0.214
H -6.022 -2.272 -0.997 0.218
H -5.792 -5.265 -0.130 0.203
H -4.733 -6.273 1.849 0.210
H -2.878 -5.129 2.991 0.252
H -1.672 -1.848 1.777 0.422
H 0.269 -2.336 4.705 0.241
H 2.264 -2.322 0.945 0.196
H 0.574 -2.836 0.853 0.232
H -1.118 2.266 0.165 0.242
H -0.130 4.323 -0.858 0.263
H 3.613 6.399 -3.260 0.225
H 2.150 7.313 -3.658 0.249
H 2.592 5.894 -4.615 0.229

[2]
61
Properties=species:S:1:pos:R:3:nbo_charge:R:1 method="wB97M-V/def2-TZVPD" homo_lumo_gap_ha=0.313 charge=0 smiles="CCOc1cc(C(=O)Nc2ccc(NC(C)=O)cc2)ccc1OCC(=O)N1CCCCC1" multiplicity=1 de_lowest_kcal_mol=21.4 lumo_energy_ev=0.6
C 0.186 -3.167 -0.804 -0.638
C 0.892 -2.627 0.436 -0.062
O 1.674 -1.483 0.165 -0.497
C 1.068 -0.284 -0.055 0.337
C -0.273 -0.006 0.137 -0.303
C -0.770 1.283 -0.071 -0.152
C 0.096 2.294 -0.455 -0.163
C 1.438 2.027 -0.671 -0.291
C 1.935 0.748 -0.489 0.264
O 3.227 0.369 -0.673 -0.487
C 4.163 1.339 -1.086 -0.156
H 4.299 2.110 -0.312 0.188
C 5.516 0.683 -1.392 0.663
O 6.054 0.898 -2.464 -0.626
N 6.064 -0.096 -0.446 -0.427
C 5.582 -0.312 0.898 -0.215
H 4.584 0.101 1.020 0.230
C 6.557 0.303 1.905 -0.407
C 7.949 -0.294 1.714 -0.399
C 8.399 -0.098 0.268 -0.405
C 7.365 -0.692 -0.686 -0.225
H 7.633 -0.495 -1.725 0.249
H 7.288 -1.773 -0.530 0.186
H 9.365 -0.576 0.101 0.212
H 8.505 0.968 0.058 0.204
H 8.658 0.177 2.397 0.211
H 7.919 -1.362 1.944 0.194
H 6.197 0.118 2.918 0.212
H 6.601 1.384 1.750 0.198
H 5.517 -1.393 1.067 0.191
H 3.843 1.825 -2.016 0.213
H 2.088 2.828 -0.983 0.226
H -0.293 3.291 -0.590 0.235
C -2.203 1.633 0.144 0.673
O -2.547 2.727 0.543 -0.607
N -3.066 0.620 -0.171 -0.597
C -4.460 0.593 -0.090 0.118
C -5.210 1.643 0.431 -0.177
C -6.585 1.544 0.485 -0.246
C -7.245 0.405 0.028 0.137
C -6.494 -0.646 -0.491 -0.237
C -5.120 -0.547 -0.547 -0.216
H -4.547 -1.369 -0.954 0.204
H -6.992 -1.532 -0.848 0.259
N -8.641 0.375 0.112 -0.601
C -9.506 -0.616 -0.253 0.684
O -9.176 -1.679 -0.727 -0.604
C -10.951 -0.234 0.004 -0.713
H -11.105 -0.031 1.062 0.226
H -11.594 -1.055 -0.299 0.243
H -11.213 0.654 -0.567 0.226
H -9.050 1.214 0.500 0.395
H -7.158 2.367 0.890 0.205
H -4.712 2.530 0.785 0.250
H -2.658 -0.211 -0.576 0.398
H -0.934 -0.778 0.500 0.215
H 1.614 -3.364 0.799 0.197
H 0.174 -2.428 1.242 0.168
H -0.367 -4.067 -0.551 0.217
H 0.920 -3.405 -1.569 0.220
H -0.503 -2.431 -1.212 0.206

[3]
57
Properties=species:S:1:pos:R:3:nbo_charge:R:1 method="wB97M-V/def2-TZVPD" homo_lumo_gap_ha=0.216 charge=+1 multiplicity=1 de_lowest_kcal_mol=67.7 lumo_energy_ev=-4.6
C -0.994 0.863 -6.975 -0.397
N -1.269 -0.326 -6.186 -0.489
C -0.953 -1.551 -6.901 -0.403
C -1.274 -0.287 -4.781 0.263
C -2.443 0.072 -4.070 -0.241
C -2.470 0.063 -2.679 -0.105
C -1.301 -0.211 -1.906 -0.210
C -1.376 -0.256 -0.470 0.130
C -0.245 -0.649 0.264 -0.339
C -0.172 -0.706 1.654 0.028
C 0.995 -1.085 2.386 -0.149
C 0.905 -1.267 3.799 -0.129
C 2.010 -1.593 4.558 -0.228
C 3.286 -1.751 3.948 0.229
N 4.423 -2.003 4.736 -0.507
C 5.035 -3.313 4.816 -0.395
C 5.334 -0.935 5.096 -0.395
C 3.387 -1.596 2.542 -0.176
C 2.277 -1.260 1.785 -0.166
C -0.118 -0.491 -2.659 -0.073
C -0.113 -0.594 -4.039 -0.259
H -1.307 1.754 -6.416 0.209
H 0.084 0.953 -7.226 0.179
H -1.554 0.802 -7.925 0.207
H -1.327 -2.415 -6.333 0.211
H -1.450 -1.524 -7.885 0.213
H 0.134 -1.678 -7.079 0.175
H -3.332 0.348 -4.643 0.240
H -3.384 0.320 -2.144 0.226
H -2.353 -0.411 0.002 0.243
H 0.587 -1.072 -0.297 0.216
H -1.072 -0.437 2.196 0.213
H -0.065 -1.143 4.278 0.218
H 1.945 -1.748 5.649 0.241
H 4.290 -4.081 4.580 0.209
H 5.895 -3.406 4.134 0.175
H 5.398 -3.450 5.841 0.203
H 4.813 0.029 5.057 0.208
H 5.684 -1.123 6.117 0.202
H 6.212 -0.905 4.433 0.175
H 4.371 -1.744 2.076 0.223
H 2.406 -1.116 0.716 0.212
H 0.855 -0.593 -2.146 0.208
H 0.793 -0.840 -4.594 0.232
N -2.513 1.495 0.444 -0.490
C -3.477 1.452 1.387 0.044
C -4.011 2.597 1.954 -0.291
C -3.528 3.848 1.557 0.229
N -4.017 4.999 2.101 -0.774
C -2.532 3.872 0.571 -0.305
C -2.041 2.677 0.048 0.080
H -3.847 0.471 1.718 0.205
H -4.795 2.536 2.699 0.227
H -3.666 5.909 1.851 0.405
H -4.721 4.995 2.839 0.405
H -2.153 4.819 0.225 0.225
H -1.245 2.689 -0.704 0.207

[4]
62
Properties=species:S:1:pos:R:3:lowdin_spin:R:1 method="wB97M-V/def2-TZVPD" homo_lumo_gap_ha="0.235 / 0.243" charge=+2 multiplicity=3 lumo_energy_ev="-7.2 / -7.0"
V 0.987 0.500 0.245 2.005
C 2.069 3.398 1.111 0.003
O 0.968 2.491 0.890 0.012
C -0.284 2.832 1.417 -0.003
C -0.532 3.947 2.190 0.002
C -1.844 4.177 2.593 -0.007
C -2.872 3.323 2.218 0.002
C -2.614 2.211 1.430 -0.006
C -1.306 1.960 1.050 0.002
N -0.878 0.915 0.189 -0.055
N -1.749 0.423 -0.639 0.022
C -1.326 -0.102 -1.781 -0.018
C -0.026 0.210 -2.340 0.011
O 0.899 0.778 -1.634 -0.021
C 0.213 -0.033 -3.715 -0.003
C -0.727 -0.666 -4.465 0.017
C -1.995 -1.075 -3.944 -0.003
C -2.926 -1.735 -4.760 0.005
C -4.153 -2.098 -4.253 -0.007
C -4.468 -1.806 -2.924 0.006
C -3.563 -1.163 -2.103 -0.006
C -2.317 -0.784 -2.605 0.004
H 1.841 4.358 0.653 0.000
H 2.932 2.953 0.623 0.001
H 2.250 3.508 2.179 0.000
H 0.251 4.637 2.467 0.000
H -2.062 5.047 3.197 0.000
H -3.885 3.529 2.533 0.000
H -3.405 1.547 1.114 0.000
H 1.161 0.280 -4.130 0.000
H -0.519 -0.877 -5.508 0.001
H -2.670 -1.949 -5.789 0.000
H -4.873 -2.604 -4.881 0.000
H -5.436 -2.089 -2.532 0.000
H -3.820 -0.952 -1.075 -0.001
C -0.518 -2.654 0.714 0.002
C 0.594 -2.681 -0.295 0.004
O 1.409 -1.474 -0.210 0.006
C 2.612 -1.581 -1.016 0.002
C 3.482 -0.361 -0.790 0.003
H -1.091 -3.576 0.622 0.000
H -1.209 -1.827 0.544 0.001
H -0.126 -2.605 1.729 0.000
H 0.224 -2.753 -1.321 0.000
H 1.268 -3.520 -0.111 0.000
H 2.318 -1.687 -2.063 0.000
H 3.118 -2.494 -0.701 0.000
H 3.223 0.472 -1.439 0.001
H 4.527 -0.606 -0.976 0.000
H 3.463 -0.076 0.276 0.001
N 4.178 -1.816 2.225 0.000
H 5.132 -1.478 2.320 0.000
H 4.264 -2.679 1.696 0.000
H 3.911 -2.112 3.160 0.000
S 1.656 0.379 4.810 0.002
C 0.063 -0.130 4.466 0.000
C -0.115 -0.222 3.127 0.002
N 0.997 0.098 2.377 0.003
C 1.998 0.438 3.162 0.007
H -0.653 -0.328 5.246 0.000
H -1.027 -0.513 2.633 0.000
H 2.978 0.698 2.790 0.001

[5]
69
Properties=species:S:1:pos:R:3:mulliken_charge:R:1 method="wB97M-V/def2-TZVPD" homo_lumo_gap_ha=0.172 charge=-1 multiplicity=1 de_lowest_kcal_mol=112.1 lumo_energy_ev=0.5
Ta 0.094 0.578 -1.404 0.735
C -1.012 2.427 2.859 -0.223
C -1.230 3.034 1.509 -0.028
N -2.164 2.637 0.736 0.010
N -2.492 3.416 -0.328 -0.391
C -2.203 3.381 -1.550 0.374
S -0.937 2.566 -2.530 -0.408
S -3.408 4.186 -2.618 -0.180
C -4.389 2.659 -2.871 -1.214
C -4.937 2.053 -1.611 0.564
C -5.929 2.674 -0.860 -0.176
C -6.422 2.067 0.284 -0.647
C -5.953 0.817 0.675 -0.543
C -4.972 0.186 -0.073 -0.835
C -4.456 0.816 -1.198 0.060
C -0.165 3.933 1.015 0.179
C -0.041 5.270 1.347 -0.302
C 1.035 6.020 0.893 -0.772
C 2.005 5.400 0.122 -0.719
C 1.892 4.058 -0.205 -0.363
C 0.798 3.295 0.217 0.335
O 0.725 1.993 -0.086 -0.447
H -1.939 2.073 3.305 0.194
H -0.537 3.156 3.517 0.476
H -0.332 1.573 2.770 -0.218
H -3.746 1.936 -3.374 0.382
H -5.172 2.953 -3.571 0.487
H -6.297 3.649 -1.162 0.341
H -7.176 2.571 0.877 0.380
H -6.339 0.342 1.568 0.458
H -4.604 -0.791 0.218 0.491
H -3.641 0.349 -1.743 0.305
H -0.804 5.727 1.967 0.500
H 1.118 7.069 1.146 0.400
H 2.867 5.960 -0.219 0.418
H 2.676 3.577 -0.778 0.289
Se -3.310 0.102 5.482 -0.671
Sb -2.864 -0.661 3.261 0.760
Se 0.634 -1.647 -0.461 -0.445
Se -0.874 -0.259 0.724 0.160
Se -3.804 -2.820 2.909 -0.689
N 2.068 1.250 -2.026 -0.295
C 1.698 0.649 -3.334 -0.409
C 0.596 -0.652 -3.399 0.446
O 1.050 -1.724 -3.672 -0.547
O -0.631 -0.282 -3.146 -0.472
H 1.454 2.094 -2.090 0.174
H 2.978 1.696 -2.007 0.325
H 2.529 0.235 -3.892 0.462
H 1.184 1.385 -3.958 0.407
O 2.029 0.110 2.467 -0.411
C 2.128 -0.460 3.526 0.197
C 1.260 -1.607 3.980 -0.650
C 0.310 -1.063 5.066 0.648
C 0.867 -0.275 6.268 -1.335
C 1.307 1.158 5.925 -0.035
C 2.636 1.261 5.137 -0.740
N 3.007 -0.020 4.529 -0.310
H 1.886 -2.427 4.349 0.384
H 0.656 -1.973 3.149 0.217
H -0.345 -1.859 5.421 0.489
H -0.359 -0.345 4.579 -0.807
H 1.655 -0.817 6.807 0.353
H 0.013 -0.190 6.943 0.466
H 1.409 1.740 6.844 0.468
H 0.487 1.610 5.362 -0.075
H 3.455 1.544 5.799 0.370
H 2.570 2.009 4.348 0.265
H 3.069 -0.720 5.255 0.389

[6]
62
Properties=species:S:1:pos:R:3:nbo_charge:R:1 method="wB97M-V/def2-TZVPD" homo_lumo_gap_ha=0.274 charge=+2 multiplicity=1 de_lowest_kcal_mol=0.0 lumo_energy_ev=-6.0
Pd -0.151 -0.447 -0.830 0.937
N 0.443 1.993 2.579 -0.569
C 0.747 1.142 3.683 0.195
C 1.403 1.652 4.788 -0.227
C 1.726 0.810 5.843 -0.170
C 1.426 -0.540 5.779 -0.186
C 0.784 -1.053 4.656 -0.179
C 0.430 -0.200 3.628 -0.272
S -0.561 -0.742 2.269 0.485
N -0.044 0.335 1.045 -0.691
C 0.285 1.566 1.313 0.469
C 0.519 2.553 0.212 0.116
C 0.880 3.868 0.455 -0.201
C 1.081 4.725 -0.620 -0.130
C 0.926 4.234 -1.902 -0.209
C 0.568 2.899 -2.048 0.060
N 0.365 2.081 -1.021 -0.479
H 0.654 2.964 2.721 0.418
H 1.658 2.706 4.831 0.227
H 2.224 1.214 6.714 0.244
H 1.684 -1.195 6.599 0.245
H 0.534 -2.106 4.592 0.236
H 1.013 4.263 1.453 0.222
H 1.356 5.756 -0.447 0.253
H 1.073 4.855 -2.775 0.254
H 0.439 2.480 -3.037 0.198
C -0.695 -2.583 -2.771 -0.429
N -0.173 -1.202 -2.736 -0.394
C -0.972 -0.373 -3.656 -0.418
C 1.248 -1.166 -3.159 -0.242
C 2.120 -1.759 -2.092 -0.251
N 1.952 -0.988 -0.836 -0.425
C 2.262 -1.830 0.334 -0.421
C 2.866 0.173 -0.840 -0.419
H -0.508 -3.033 -3.750 0.223
H -1.768 -2.567 -2.598 0.227
H -0.223 -3.192 -2.006 0.216
H -1.065 -0.871 -4.624 0.226
H -0.492 0.589 -3.798 0.213
H -1.967 -0.219 -3.244 0.221
H 1.519 -0.122 -3.313 0.217
H 1.371 -1.685 -4.113 0.236
H 3.165 -1.756 -2.412 0.235
H 1.849 -2.797 -1.901 0.223
H 3.300 -2.173 0.291 0.216
H 1.599 -2.692 0.360 0.217
H 2.123 -1.255 1.245 0.224
H 3.905 -0.168 -0.881 0.215
H 2.728 0.749 0.070 0.214
H 2.670 0.815 -1.692 0.214
N -7.300 -2.147 0.332 -0.167
C -6.201 -1.864 0.160 0.212
C -4.822 -1.512 -0.068 -0.057
C -3.809 -2.432 0.180 -0.187
C -2.504 -2.061 -0.053 0.051
N -2.173 -0.841 -0.513 -0.489
C -3.155 0.047 -0.740 0.060
C -4.486 -0.248 -0.534 -0.193
H -4.039 -3.420 0.552 0.265
H -1.690 -2.745 0.144 0.228
H -2.849 1.023 -1.088 0.225
H -5.248 0.494 -0.729 0.266

[7]
71
Properties=species:S:1:pos:R:3:mulliken_charge:R:1 method="wB97M-V/def2-TZVPD" homo_lumo_gap_ha=0.313 charge=+1 multiplicity=1 lumo_energy_ev=-3.6
C 2.518 -0.446 3.199 -0.949
B 1.560 -0.230 1.976 0.906
O 0.203 -0.319 2.141 -0.244
C 2.175 0.088 0.516 -1.533
C 1.224 1.133 -0.130 0.383
N 1.452 2.425 0.477 -0.167
C 1.140 1.148 -1.673 -1.895
I -0.644 2.356 -2.123 0.184
N 2.249 1.781 -2.399 1.440
C 2.048 3.066 -3.027 0.378
O 1.748 3.272 -4.140 -0.396
F 2.334 4.037 -2.144 -0.239
C 3.598 1.726 -1.865 0.137
O 4.008 2.244 -0.900 -0.355
F 4.371 1.086 -2.741 -0.258
N 0.918 -0.294 -2.179 1.491
C 0.719 -0.416 -3.669 -0.975
C 1.897 -0.273 -4.634 0.209
O 2.157 0.661 -5.288 -0.356
Cl 2.764 -1.811 -4.877 -0.148
C -0.257 -1.051 -1.509 0.670
C -1.697 -0.814 -1.906 -0.059
C -2.201 -1.294 -3.112 -0.414
C -3.523 -1.107 -3.470 -1.034
C -4.373 -0.445 -2.603 -0.861
C -3.894 -0.028 -1.371 -0.686
C -2.574 -0.214 -1.001 0.521
C -2.122 0.171 0.375 -0.400
C 2.162 -1.082 -1.839 -2.816
C 2.637 -1.097 -0.380 1.299
O 4.055 -0.932 -0.591 -0.573
C 2.551 -2.513 0.252 -2.109
C 1.208 -3.175 0.311 0.784
O 0.338 -2.971 1.075 -0.363
Cl 0.983 -4.395 -0.986 -0.188
H 1.991 -0.230 4.126 0.370
H 2.776 -1.507 3.255 0.315
H 3.426 0.149 3.150 0.275
H -0.194 0.330 2.735 0.090
H 3.074 0.647 0.750 0.401
H 0.218 0.847 0.160 -0.244
H 0.611 2.789 0.900 0.486
H 1.852 3.135 -0.118 0.362
H 0.377 -1.432 -3.819 0.643
H -0.090 0.231 -3.990 0.629
H -0.036 -2.086 -1.753 0.421
H -0.160 -0.989 -0.431 -0.534
H -1.576 -1.837 -3.802 0.501
H -3.885 -1.469 -4.419 0.455
H -5.406 -0.264 -2.856 0.427
H -4.574 0.442 -0.675 0.487
H -1.641 -0.686 0.840 0.149
H -2.972 0.413 1.005 0.133
H -1.475 1.043 0.389 0.279
H 2.023 -2.094 -2.203 1.242
H 2.982 -0.696 -2.420 0.818
H 4.513 -1.040 0.251 0.634
H 3.025 -2.520 1.230 0.525
H 3.182 -3.127 -0.385 0.660
O -1.877 2.407 3.355 -0.607
C -2.449 1.645 4.085 0.701
O -1.825 0.994 5.086 -0.364
C -2.720 0.054 5.716 -0.384
C -4.120 0.566 5.394 -0.557
C -3.905 1.216 4.026 -0.415
H -2.530 -0.934 5.293 0.243
H -2.500 0.031 6.779 0.334
H -4.872 -0.218 5.406 0.351
H -4.412 1.326 6.119 0.258
H -4.019 0.499 3.211 0.108
H -4.545 2.075 3.849 0.425

- What is the multiplicity in the sixth record?
  1

- What is the multiplicity in the fourth record?
  3

- What is the multiplicity in the first record?
  1